Entry 1:
17
Properties=species:S:1:pos:R:3:forces:R:3 method="wB97M-V/def2-TZVPD" lumo_ev="-3.23 / -7.98" e_above_lowest_kcal_mol=7.8 energy_ha=-611.61593 multiplicity=2 total_charge=+1
C -0.0295 2.6785 0.5931 0.4 -0.2 -0.1
C -0.5555 1.2586 0.4756 0.5 -0.8 0.3
S 0.8112 0.1295 0.8528 0.0 0.2 0.1
H 0.3404 2.8343 1.5888 0.0 0.2 0.6
H -0.8205 3.4024 0.4145 0.1 0.0 -0.3
H 0.8488 2.8077 -0.0438 -0.4 0.3 -0.3
H -0.9442 0.9382 -0.4837 -0.2 0.3 -0.2
H -1.2771 1.0112 1.2590 -0.2 0.1 0.0
C -1.4346 -1.8115 -0.7938 0.0 0.0 0.0
C 0.8503 -1.2162 -0.4726 0.3 -0.5 0.0
N -0.1837 -1.3290 -1.3878 -0.6 0.7 0.3
H -2.2099 -1.9915 -1.5317 0.1 0.2 -0.3
H -1.8305 -1.1135 -0.0455 0.0 -0.2 0.1
H -1.2235 -2.7706 -0.3372 0.0 -0.1 0.3
H 0.9377 -2.0916 0.1625 -0.1 -0.3 0.1
H 1.8229 -1.1016 -0.9434 0.3 0.4 0.0
H -0.3102 -0.4412 -1.8598 0.0 -0.3 -0.6

Entry 2:
36
Properties=species:S:1:pos:R:3:forces:R:3 method="wB97M-V/def2-TZVPD" lumo_ev=0.25 e_above_lowest_kcal_mol=97.2 energy_ha=-1338.79447
C -0.9986 -1.0259 3.5457 0.7 1.4 -1.7
N -0.2018 -0.5244 2.3920 1.7 -0.2 -0.6
C 0.4643 0.8170 2.3092 -2.1 -0.7 -2.3
C -0.7157 1.7634 2.2385 -0.6 -1.1 -1.7
C -1.5298 1.3908 1.0077 4.1 0.2 -1.6
C -2.7880 1.2905 0.6617 0.1 0.0 -1.7
N -2.8385 1.0408 -0.7500 -4.2 -0.2 -0.6
C -1.6260 0.9370 -1.3180 1.3 -0.4 -1.4
C -1.1518 0.5737 -2.6306 1.0 0.4 0.9
Cl -2.2680 0.3687 -3.9979 0.7 0.0 1.0
C 0.2867 0.4738 -2.7640 -2.7 -0.6 0.9
C 1.0806 0.6581 -1.6468 1.8 0.2 1.6
C 0.6244 0.8648 -0.2911 -1.2 0.6 -2.6
C -0.7301 1.1510 -0.2742 0.1 -0.7 3.1
C 1.3916 0.9613 1.0209 1.0 -2.9 -1.2
C 2.4906 -0.1502 0.9349 1.1 1.0 0.5
C 3.6587 0.4523 0.5728 -1.0 -4.3 -1.2
C 4.9237 -0.1906 -0.0177 -0.4 -1.4 0.2
C 3.4447 1.8275 0.4754 3.4 3.8 0.9
O 4.4128 2.6138 0.3130 -3.8 -1.2 0.0
O 2.1661 2.1352 0.8287 0.4 1.7 0.8
H -1.4191 -0.2599 4.2048 0.1 0.1 -0.2
H -0.3647 -1.6702 4.0880 0.5 -0.8 1.0
H -1.8040 -1.5847 3.1112 -0.5 -0.4 0.0
H -0.5301 -0.8008 1.4700 -0.2 0.1 0.6
H 1.0613 0.9966 3.1308 1.3 0.3 1.9
H -1.2804 1.6249 3.1074 -1.0 0.0 1.4
H -0.4488 2.7619 2.1632 0.6 2.1 -0.1
H -3.5357 1.4863 1.3767 -1.6 -0.1 -0.2
H -3.6958 0.8489 -1.3253 1.2 0.4 1.3
H 0.8147 -0.0621 -3.5530 -0.6 0.9 -0.6
H 2.1492 0.6770 -1.9388 -0.5 -0.5 0.9
H 2.3937 -1.2126 1.1951 -0.4 0.6 -0.4
H 5.4046 0.4956 -0.7483 0.0 -0.2 1.1
H 4.6272 -1.0855 -0.6700 0.2 1.0 1.2
H 5.5823 -0.5934 0.8284 -0.5 0.8 -1.5

Entry 3:
25
Properties=species:S:1:pos:R:3:forces:R:3 method="wB97M-V/def2-TZVPD" lumo_ev=0.58 e_above_lowest_kcal_mol=0.0 energy_ha=-1836.01837
C -2.6192 -2.0775 -1.6138 -3.6 1.8 1.6
C -2.7346 -1.4102 -0.1911 3.3 -6.1 0.5
O -1.5852 -0.6704 0.1933 -1.0 1.4 -1.0
C -1.9617 0.5503 0.6821 -0.4 0.6 1.6
O -3.1050 0.8918 0.8540 -0.5 -0.2 -0.6
C -0.8809 1.3484 1.1446 1.4 -0.5 0.0
C 0.3808 0.9426 0.9366 2.0 0.1 -0.9
O 1.3399 1.7897 1.3045 0.0 0.9 0.7
C 2.7318 1.8333 0.9063 -1.9 0.4 -2.4
C 2.9580 1.6978 -0.6503 -0.4 2.9 2.1
O 0.9019 -0.1556 0.3156 0.2 0.4 0.2
P 0.7572 -1.6082 -0.4384 0.3 1.0 -0.1
Cl 2.8391 -1.9725 -0.6096 -0.5 0.2 0.0
Cl 0.4016 -2.8033 1.1356 -0.2 -0.6 0.6
H -3.1875 -3.0209 -1.6196 0.5 0.3 -0.1
H -3.0634 -1.3796 -2.3423 -0.2 -0.3 0.2
H -1.6667 -2.1321 -1.9307 3.4 -0.9 -0.8
H -2.6378 -2.2813 0.6169 -1.1 1.6 -1.7
H -3.5811 -0.8734 -0.1164 -2.7 1.7 0.6
H -0.9369 2.2706 1.7267 -0.6 -0.4 -0.5
H 3.1446 2.7576 1.3693 -0.5 -0.5 -0.8
H 3.1889 1.0329 1.3362 1.4 -2.3 1.5
H 3.9976 1.7258 -0.6782 2.1 -0.3 -0.4
H 2.6123 0.8890 -1.2298 -0.7 -1.0 0.0
H 2.7062 2.6553 -1.1013 -0.5 -0.1 -0.3

Entry 4:
26
Properties=species:S:1:pos:R:3:forces:R:3 method="wB97M-V/def2-TZVPD" lumo_ev="0.35 / -0.06" energy_ha=-1519.81335 multiplicity=4
C 1.2431 3.1943 -0.5319 -0.4 0.6 -0.7
O 2.2541 2.6953 0.2848 -0.3 -1.2 0.2
C -0.0791 2.4259 -0.4382 -0.3 0.5 0.3
O 0.0909 1.0674 -0.7982 -0.3 -0.8 0.5
C -0.0256 0.0796 0.2624 2.5 -0.1 0.5
C 0.6569 -1.1932 -0.1376 -1.7 0.1 -0.3
O 2.0960 -1.0374 0.0347 0.6 -0.2 0.0
C 2.8851 -2.1651 -0.2839 0.3 -0.2 -0.2
V 2.0762 0.8517 0.6820 -0.4 1.0 0.2
H 1.5547 3.1871 -1.5980 0.0 0.0 0.3
H 1.0059 4.2488 -0.2825 0.2 -0.3 0.0
H -0.8100 2.8674 -1.1362 0.2 -0.1 0.2
H -0.4833 2.5189 0.5870 0.1 -0.1 -0.3
H 0.4978 -1.4604 -1.1968 0.1 0.0 0.2
H 0.3448 -2.0266 0.5090 0.0 0.2 -0.1
H 3.9266 -1.9160 -0.0550 -0.3 -0.1 -0.1
H 2.5677 -3.0309 0.3168 0.1 0.2 -0.1
H 2.7862 -2.4036 -1.3530 0.0 0.0 0.3
H -0.7460 0.0284 1.0919 -0.1 0.6 -1.0
C -3.4563 -1.2587 1.1934 -0.4 -0.3 0.1
O -3.1702 -0.2159 0.2493 0.9 -0.2 -0.2
C -2.3397 -0.4144 -0.7553 -1.2 0.6 -0.3
H -4.5415 -1.4182 1.1946 0.3 0.0 0.1
H -2.9277 -2.1828 0.9123 -0.2 0.3 0.0
H -3.1264 -0.9252 2.1861 -0.1 0.0 -0.3
H -2.2801 -1.5164 -0.9378 0.4 -0.3 0.5

Entry 5:
6
Properties=species:S:1:pos:R:3:forces:R:3 method="wB97M-V/def2-TZVPD" lumo_ev=-0.10 e_above_lowest_kcal_mol=54.4 energy_ha=-2851.45953
C 0.8096 -0.1473 0.0122 -3.1 1.5 -0.1
N -0.5953 1.3335 0.0034 2.5 -1.4 0.0
N 0.0039 -1.0874 0.0023 1.6 -0.1 0.0
N -1.5103 0.6090 -0.0100 -1.2 1.7 0.0
O -1.3015 -0.7571 -0.0069 -0.3 -1.7 0.0
Br 2.5936 0.0494 -0.0012 0.5 0.0 0.0

Entry 6:
18
Properties=species:S:1:pos:R:3:forces:R:3 method="wB97M-V/def2-TZVPD" lumo_ev=0.43 e_above_lowest_kcal_mol=23.2 energy_ha=-458.63543
O 1.9008 1.4623 0.4115 -1.7 0.7 -0.4
H 1.1013 1.9268 -0.0228 1.9 -1.0 1.4
H 1.6575 1.3838 1.3766 -0.1 0.5 -1.4
O 0.0170 1.6885 2.2138 -1.1 -1.3 -0.1
H -0.5735 0.9593 1.8805 0.4 0.8 -0.2
H -0.3422 1.7575 3.0972 0.1 0.4 0.6
O -2.3123 -0.0317 1.0473 -0.2 0.4 -0.4
H -1.7172 -0.4741 0.4084 -0.4 0.2 0.2
H -2.8677 0.4827 0.4144 0.7 -0.4 0.9
O 1.8989 -1.3090 -0.0166 -0.1 -0.3 2.9
H 1.8702 -1.2991 1.0084 0.1 -0.4 -2.6
H 1.8351 -0.3568 -0.1671 0.2 0.6 -0.1
O -1.6385 -0.2643 -1.4029 -0.5 -0.7 -1.6
H -2.4351 -0.6273 -1.8581 0.8 0.5 0.6
H -0.8994 -0.6844 -1.9176 -0.2 0.1 0.5
O 0.4825 -1.6580 -2.3267 0.0 -0.1 -0.1
H 0.8944 -1.9226 -1.4868 -0.1 0.0 0.2
H 1.1282 -1.0338 -2.6595 0.2 0.1 -0.4

Entry 7:
12
Properties=species:S:1:pos:R:3:forces:R:3 method="wB97M-V/def2-TZVPD" lumo_ev=0.59 e_above_lowest_kcal_mol=8.3 energy_ha=-2142.41433
P 0.3038 -2.1937 -0.2675 1.0 0.0 0.5
C -0.6355 -0.8338 0.5673 -0.5 2.3 0.7
Cl -2.4116 -1.1059 0.5633 0.1 -0.6 -0.4
C -0.3679 0.6464 -0.0271 0.1 -1.3 -0.3
P 1.5009 1.0364 0.1173 -0.5 1.7 1.3
Cl -1.4753 1.7761 0.7253 0.2 0.5 0.4
Cl -0.7357 0.6638 -1.8105 0.1 -0.1 0.4
H -0.2046 -2.0195 -1.6211 0.7 0.4 0.8
H 1.6491 -1.4359 -0.1648 -1.9 -1.1 -0.8
H -0.4792 -0.7044 1.6860 0.6 -0.5 -1.4
H 1.4542 2.0079 -0.8833 0.1 0.1 -0.4
H 1.4017 2.1626 1.1151 0.0 -1.4 -0.8

Entry 8:
99
Properties=species:S:1:pos:R:3:forces:R:3 method="wB97M-V/def2-TZVPD" lumo_ev="-3.67 / -3.45" e_above_lowest_kcal_mol=0.0 energy_ha=-3597.55568 multiplicity=2 total_charge=+1
Cr -1.2874 -0.0117 1.6545 -0.4 0.2 -0.1
C -4.7576 2.3469 2.2031 0.0 -0.1 0.1
C -4.1380 2.6735 0.8714 -0.1 0.0 -0.1
C -4.9413 3.1893 -0.1382 0.0 0.0 0.0
C -4.4038 3.5694 -1.3575 0.1 0.0 0.0
C -3.0384 3.4674 -1.5602 -0.1 0.0 0.0
C -2.2049 2.9425 -0.5790 0.0 0.0 0.0
C -0.7242 2.8864 -0.8179 0.0 0.0 0.0
C -2.7652 2.5099 0.6226 -0.1 0.0 -0.1
N -1.9595 1.8773 1.6106 0.1 -0.3 0.3
C -1.8786 2.5754 2.7903 0.1 0.1 0.1
O -2.0175 3.7719 2.9477 -0.1 0.0 0.0
C -1.6640 1.6581 3.9652 0.0 0.1 0.1
C -1.6906 2.0168 5.3016 0.0 -0.1 -0.1
C -1.5417 1.0082 6.2501 0.0 0.0 0.0
C -1.3711 -0.3121 5.8474 0.0 0.0 -0.1
C -1.3478 -0.5783 4.4886 0.0 0.0 0.1
N -1.4979 0.3935 3.6018 0.0 0.0 0.0
C -1.1801 -1.9241 3.8358 0.0 0.0 0.0
O -1.1187 -2.9504 4.4820 0.0 0.1 0.0
N -1.1413 -1.7948 2.4740 0.0 0.1 0.2
C -1.1729 -3.0186 1.7371 0.0 0.1 -0.1
C -0.0001 -3.4966 1.1459 0.0 -0.1 0.0
C 1.3473 -2.9118 1.4610 0.0 0.1 0.0
C -0.0782 -4.5883 0.2887 0.0 0.0 0.0
C -1.2882 -5.2154 0.0437 0.0 0.0 0.0
C -2.4272 -4.7783 0.6971 0.0 0.0 0.0
C -2.3868 -3.6905 1.5645 0.0 -0.1 -0.1
C -3.6195 -3.3300 2.3443 0.0 0.1 0.1
H -5.8409 2.2600 2.1129 0.0 0.1 0.0
H -4.5570 3.1393 2.9238 0.0 0.0 0.0
H -4.3697 1.4152 2.6213 0.0 0.0 0.0
H -6.0010 3.3125 0.0478 -0.1 0.0 0.0
H -5.0405 3.9761 -2.1307 0.0 0.0 0.0
H -2.6023 3.8115 -2.4886 0.0 0.0 -0.1
H -0.4343 3.6208 -1.5668 0.0 0.0 0.0
H -0.4216 1.9083 -1.1927 0.0 -0.1 0.0
H -0.1678 3.0875 0.0974 0.0 0.0 0.0
H -1.8342 3.0540 5.5655 0.0 0.0 0.0
H -1.5627 1.2522 7.3030 0.0 0.0 0.0
H -1.2605 -1.1289 6.5445 0.0 0.0 0.0
H 1.2803 -1.8983 1.8492 0.0 0.0 0.0
H 1.9928 -2.9166 0.5824 0.0 0.0 0.0
H 1.8367 -3.5129 2.2298 0.0 0.0 0.0
H 0.8259 -4.9549 -0.1795 0.1 0.0 0.0
H -1.3370 -6.0606 -0.6281 0.0 0.0 0.0
H -3.3667 -5.2951 0.5480 0.0 0.0 0.0
H -4.5179 -3.5327 1.7585 0.0 0.0 0.0
H -3.6282 -2.2864 2.6525 0.0 -0.1 0.0
H -3.6692 -3.9421 3.2461 0.0 0.0 0.0
C 9.0963 0.1211 -7.2376 0.0 0.0 0.0
O 8.9326 0.9457 -6.0946 -0.1 0.0 0.1
C 7.8366 0.7683 -5.3254 0.1 0.0 -0.1
C 6.8559 -0.1974 -5.5509 0.1 0.1 0.0
C 5.7739 -0.2862 -4.6908 0.1 0.1 0.0
C 5.6507 0.5711 -3.6035 0.0 0.0 0.0
C 6.6359 1.5383 -3.3929 0.0 0.0 0.0
C 7.7166 1.6388 -4.2386 0.0 -0.1 0.0
C 4.4931 0.4420 -2.7234 0.0 0.0 -0.1
N 3.3949 -0.2298 -3.0013 0.1 0.1 0.1
C 2.5991 -0.0756 -1.9028 0.0 0.0 0.1
C 3.2178 0.6932 -0.9420 0.0 0.0 0.0
N 4.4370 1.0230 -1.4834 -0.1 -0.1 0.0
C 2.6296 0.9823 0.3236 0.0 0.0 0.0
C 3.2433 1.6868 1.3700 -0.1 0.0 0.0
C 2.5805 1.8393 2.5613 0.0 -0.1 0.0
C 1.3008 1.2985 2.7005 0.0 0.0 0.0
N 0.6887 0.6522 1.7211 0.1 0.0 0.0
C 1.3328 0.4840 0.5406 0.0 0.0 0.0
C 0.6523 -0.2911 -0.4780 0.0 0.0 0.0
N -0.6029 -0.7192 -0.1906 0.0 0.0 0.0
C -1.1996 -1.5405 -1.0361 0.1 0.0 -0.1
C -0.6234 -1.9267 -2.2505 0.0 0.1 0.1
C 0.6144 -1.4419 -2.5873 0.0 0.0 0.0
C 1.2885 -0.6101 -1.6812 0.0 0.0 0.1
H 10.0176 0.4495 -7.7105 0.0 0.0 0.0
H 8.2633 0.2468 -7.9330 0.0 0.0 0.0
H 9.1873 -0.9298 -6.9532 0.0 0.0 0.0
H 6.9265 -0.8801 -6.3828 0.0 0.0 0.0
H 5.0113 -1.0327 -4.8583 0.0 0.0 0.0
H 6.5595 2.2435 -2.5749 0.0 0.0 0.0
H 8.4803 2.3873 -4.0881 0.0 0.0 0.0
H 5.1727 1.5587 -1.0568 0.0 0.0 0.0
H 4.2368 2.0954 1.2457 0.0 0.0 0.0
H 3.0280 2.3624 3.3932 0.0 0.0 0.0
H 0.7636 1.3998 3.6330 0.0 0.0 0.0
H -2.1584 -1.9301 -0.7343 -0.1 0.0 0.0
H -1.1603 -2.6033 -2.8965 0.0 0.0 0.0
H 1.0985 -1.7041 -3.5174 0.0 0.0 0.0
N -6.2613 -0.5953 -0.7195 -0.1 -0.1 0.0
C -5.6132 -0.5371 0.5813 0.0 0.1 0.0
C -4.1256 -0.3282 0.3837 0.0 -0.1 -0.2
O -3.3335 -0.4722 1.3015 0.2 0.1 -0.1
O -3.7670 -0.0104 -0.8364 0.0 0.0 0.1
H -7.1517 -0.1185 -0.7279 0.0 0.0 0.0
H -6.4094 -1.5473 -1.0323 0.0 0.1 0.0
H -4.6181 0.0421 -1.3494 0.1 -0.1 0.1
H -5.7646 -1.4033 1.2314 0.0 0.1 -0.1
H -5.9571 0.3461 1.1227 0.0 -0.1 0.0

Entry 9:
8
Properties=species:S:1:pos:R:3:forces:R:3 method="wB97M-V/def2-TZVPD" lumo_ev="-7.05 / -7.02" e_above_lowest_kcal_mol=150.5 energy_ha=-340.23603 total_charge=+1
C -0.0424 -0.4627 0.5341 0.6 3.8 -2.6
O -3.8250 -0.1196 0.7992 0.0 -0.5 1.2
O 0.4434 -0.5286 -0.6224 1.6 0.5 0.0
O -2.2061 0.0749 -0.5783 -0.1 0.0 0.6
O -3.4135 0.2870 -0.2504 0.1 0.6 -1.6
H -0.1670 0.4415 1.0863 0.9 1.2 0.2
H -0.5523 -1.1846 0.9994 -1.4 -4.0 0.9
H 1.0249 0.2436 -1.0337 -1.8 -1.5 1.4